[1]
Density functional theory data (ωB97M-V/def2-TZVPD) for a molecular structure, C33H28IN4O3PS4Sc.

Its HOMO energy is -3.83 eV. As for the charge: -1. Its energy above the lowest of the compared OMol25 structures with the same formula, charge and spin is 0.0 kcal/mol. The calculation puts the total energy at -128218.8131 eV. For the orbital gap, the calculation gives 5.726 eV.

Geometry as XYZ:
```
75
Properties=species:S:1:pos:R:3:forces:R:3
H -0.163 -3.032 1.096 0.0 0.0 0.0
P 2.655 -1.268 -1.140 0.0 0.0 -0.1
H 4.052 -2.947 3.249 0.0 0.0 0.0
C 0.153 -1.007 3.626 0.0 0.0 0.0
H 0.943 0.965 3.824 0.0 0.0 0.0
C 0.564 -3.230 4.394 0.0 0.0 0.0
C 2.592 -3.950 -0.179 0.0 0.0 0.0
C 2.867 -2.612 0.083 0.0 0.0 0.0
C 3.654 -3.235 2.284 0.0 0.0 0.0
N -0.896 0.974 2.792 0.0 0.0 0.0
H -0.457 0.659 4.831 0.0 0.0 0.0
H -3.155 1.553 -1.064 0.0 0.0 0.0
H -1.320 -2.256 -3.947 0.0 0.0 0.0
C -2.352 2.619 1.925 0.0 0.0 0.0
C 0.483 -1.876 4.660 0.0 0.0 0.0
C -1.458 2.151 3.050 0.0 0.0 0.0
C -0.039 0.468 3.838 0.0 0.0 0.0
C 1.205 2.361 -0.299 0.0 0.0 0.2
C 3.401 -4.570 2.003 0.0 0.0 0.0
N -0.046 -1.445 2.382 0.0 0.1 0.0
H 2.659 2.752 -1.660 0.0 0.0 0.0
I 1.065 5.381 -0.335 0.0 0.0 0.0
C 1.847 -3.142 -4.728 0.0 0.0 0.0
O 0.833 1.653 0.647 0.0 0.0 -0.2
H 7.945 -0.754 -3.315 0.0 0.0 0.0
C -0.251 -2.394 -3.845 0.0 0.0 0.0
H 0.359 -4.733 2.858 0.0 0.0 0.0
H -3.064 4.317 2.977 0.0 0.0 0.0
H 3.608 -5.331 2.745 0.0 0.0 0.0
C 6.953 -0.890 -2.905 0.0 0.0 0.0
N 2.413 2.221 -0.842 0.0 0.0 0.0
H 3.829 0.399 -3.100 0.0 0.0 0.0
C 0.371 -1.968 -2.674 0.1 -0.1 0.1
H 2.640 -5.962 0.556 0.0 0.0 0.0
C 0.313 3.446 -0.847 0.0 0.0 0.0
C 0.480 -2.974 -4.868 0.0 0.0 0.0
H -4.625 3.552 -0.974 0.0 0.0 0.0
H 3.567 -1.219 1.558 0.0 0.0 0.0
H 2.428 -3.616 -5.510 0.0 0.0 0.0
C 0.028 -2.755 2.124 0.0 0.0 0.0
H 0.638 -1.486 5.658 0.0 0.0 0.0
H 0.238 3.400 -1.930 0.0 0.0 0.0
C 5.908 -0.066 -3.309 0.0 0.0 0.0
S -2.059 -2.259 -1.454 0.0 0.0 0.1
C 4.644 -0.240 -2.772 0.0 0.0 0.0
H -4.583 4.994 1.072 0.0 0.0 0.0
S -0.624 0.457 -1.872 -0.1 0.4 -0.3
C -3.176 2.195 -0.189 0.0 0.0 0.0
H 7.518 -2.532 -1.650 0.0 0.0 0.0
C -0.456 -1.380 -1.559 0.1 -0.1 -0.1
H 0.801 -3.930 5.187 0.0 0.0 0.0
H 2.873 1.333 -0.686 0.0 -0.1 0.0
S -2.848 -1.351 0.237 0.1 0.1 0.0
H 5.267 -2.853 -0.723 0.0 0.0 0.0
C -3.990 3.316 -0.131 0.0 0.0 0.0
C 1.768 -2.062 -2.554 0.0 0.0 0.0
C 4.379 -1.247 -1.838 0.0 0.1 0.0
H -0.672 3.366 -0.405 0.0 0.0 0.0
C 6.712 -1.884 -1.970 0.0 0.0 0.0
C 5.437 -2.063 -1.444 0.0 0.0 0.0
Sc -0.805 0.125 0.749 -0.1 -0.5 0.6
C 2.858 -4.923 0.775 0.0 0.0 0.0
C 3.379 -2.264 1.332 0.0 0.0 0.0
C -3.131 3.754 2.057 0.0 0.0 0.0
C 0.319 -3.682 3.106 0.0 0.0 0.0
H 3.552 -2.792 -3.503 0.0 0.0 0.0
H -0.024 -3.301 -5.769 0.0 0.0 0.0
O 0.185 -1.356 -0.357 0.1 0.3 0.0
O -1.350 2.844 4.068 0.0 0.0 0.0
C 2.480 -2.679 -3.584 0.0 0.1 0.0
H 2.169 -4.230 -1.137 0.0 0.0 0.0
S -1.996 0.998 -3.254 0.0 0.0 -0.1
N -2.362 1.869 0.818 0.0 0.0 -0.1
H 6.082 0.712 -4.042 0.0 0.0 0.0
C -3.961 4.110 1.005 0.0 0.0 0.0
```
Forces are in eV/Å.

=====

[2]
Density functional theory data (ωB97M-V/def2-TZVPD) for a molecular structure, C33H29BF2LaN4OPS2 in a non-equilibrium geometry.

Its HOMO energy is -7.76 eV. Its energy above the lowest of the compared OMol25 structures with the same formula, charge and spin is 0.0 kcal/mol. The calculation puts the total energy at -80636.4176 eV. For the orbital gap, the calculation gives 7.746 eV.

Geometry as XYZ:
```
74
Properties=species:S:1:pos:R:3:forces:R:3
H 4.824 -0.551 -2.031 0.0 0.0 0.0
H 1.305 -1.235 -6.587 0.0 0.0 -0.1
N 1.860 -0.085 -0.607 1.2 -0.1 -0.3
C -3.806 -1.745 -0.878 -0.4 -0.1 0.2
H 3.119 -1.251 4.893 0.0 -0.1 0.0
H -5.360 5.207 -2.492 -0.1 0.1 -0.1
B -2.908 0.165 0.418 -0.3 -0.2 0.4
H -0.879 1.210 5.143 0.1 -0.1 0.2
C -5.113 4.035 -0.722 -0.2 0.1 -0.1
H -2.429 4.380 1.704 0.0 -0.1 0.0
C 4.172 -1.804 3.120 0.1 -0.1 0.0
C 6.535 -1.511 2.798 0.1 0.0 0.0
H -4.346 0.231 -1.148 0.3 0.0 0.0
C 2.759 -0.247 -1.523 -0.4 0.0 0.4
H 4.497 0.896 -1.058 0.0 0.1 0.1
C 2.312 -0.545 -2.902 -0.2 -0.3 -0.1
La -0.470 -0.763 -0.858 -1.2 0.3 1.1
F -1.565 0.534 -2.193 -0.5 0.7 -0.9
H -6.092 4.268 -0.335 -0.2 0.0 0.1
H -2.167 5.120 4.020 0.0 0.2 0.1
H 2.150 -2.212 3.758 0.1 0.2 0.0
C -4.965 -3.776 -1.368 0.1 0.1 0.0
H -1.416 3.539 5.754 0.0 0.1 0.4
C -2.106 3.674 2.460 -0.1 0.1 -0.2
C -1.532 3.209 4.741 -0.1 0.1 -0.2
H 3.865 0.645 -3.748 0.2 0.2 0.0
C -2.599 3.435 -1.712 0.0 0.0 0.0
H -1.633 3.173 -2.104 0.2 -0.1 -0.1
H -5.939 -1.889 -1.056 -0.2 0.2 0.0
H 4.448 -0.675 -0.290 0.0 0.1 -0.1
C -3.445 4.260 -2.429 -0.1 0.1 -0.1
C 5.377 -1.223 3.487 0.0 0.0 0.0
S 0.592 -1.726 1.590 0.3 -0.1 0.5
P -1.875 1.793 0.395 -0.5 0.0 0.0
C 3.024 0.010 -3.966 -0.1 0.0 -0.2
H -3.123 4.662 -3.377 0.0 0.1 -0.1
H 5.401 -0.532 4.312 0.0 0.2 0.2
C 1.588 -1.046 -5.563 0.1 0.1 0.0
C -2.601 -3.674 -1.155 -0.1 -0.3 -0.2
C 5.309 -2.969 1.356 0.1 -0.1 -0.1
C -4.271 3.211 -0.008 0.0 -0.1 0.2
H -1.616 -4.123 -1.187 0.0 -0.1 0.0
C -3.741 -4.426 -1.385 0.2 0.2 0.1
H -1.117 0.457 2.848 0.0 -0.1 0.0
C -1.956 4.096 3.767 0.0 0.0 0.1
C 1.735 -0.414 1.631 0.1 -0.2 0.2
H 0.061 -2.308 -4.745 -0.1 -0.1 0.0
C -1.240 1.901 4.400 0.0 0.0 0.2
C 6.503 -2.384 1.726 0.1 0.0 -0.1
O 0.539 -2.019 -2.247 0.9 -1.3 -1.4
H 3.224 0.249 -6.074 0.1 0.1 -0.2
C -1.836 2.355 2.122 -0.1 0.0 -0.1
H 3.224 -3.135 1.755 -0.4 -0.2 -0.1
C -3.005 2.910 -0.493 0.3 -0.1 0.0
H -4.591 2.809 0.941 -0.1 -0.1 0.2
H -3.667 -5.482 -1.574 0.0 -0.2 0.0
N -2.627 -2.365 -0.923 -0.4 0.1 0.0
N -3.781 -0.368 -0.557 -0.2 0.2 0.0
C -1.385 1.473 3.100 0.1 -0.1 -0.2
F -2.424 -0.771 1.279 -0.1 0.1 0.1
C 4.226 -0.145 -1.221 -0.1 -0.1 0.2
C 2.919 -1.437 3.837 -0.2 0.0 0.3
C 1.222 -1.410 -3.200 0.5 0.0 -0.2
N 2.310 0.223 0.677 0.2 0.3 -0.4
S 2.265 0.145 3.232 -0.1 0.1 0.2
C 4.151 -2.685 2.048 0.0 0.1 0.2
H 7.405 -2.608 1.186 0.2 -0.1 -0.1
C -5.008 -2.421 -1.103 0.4 0.1 -0.1
C 0.886 -1.643 -4.544 0.1 0.1 0.2
H 7.463 -1.054 3.096 0.2 0.1 0.1
C -4.701 4.563 -1.934 0.0 0.0 -0.1
H -5.879 -4.321 -1.543 -0.1 -0.1 0.0
C 2.668 -0.213 -5.280 0.0 0.0 0.2
H 5.277 -3.651 0.526 0.0 -0.2 -0.2
```
Forces are in eV/Å.

=====

[3]
Density functional theory data (ωB97M-V/def2-TZVPD) for a molecular structure, C33H29Br2CsN11O3S2.

Its HOMO energy is -4.33 eV. As for the charge: -1. Its energy above the lowest of the compared OMol25 structures with the same formula, charge and spin is 38.4 kcal/mol. The calculation puts the total energy at -219530.2957 eV. For the orbital gap, the calculation gives 5.738 eV.

Geometry as XYZ:
```
81
Properties=species:S:1:pos:R:3:forces:R:3
C -2.984 -2.678 1.427 0.0 0.0 0.0
Br -0.290 -8.583 3.877 0.0 0.0 0.0
C 4.169 0.126 -2.519 0.1 0.1 0.0
N 6.246 0.688 -1.093 0.0 0.0 0.0
H -2.399 -6.956 3.198 0.0 0.0 0.0
C -1.954 -2.035 -3.985 0.0 0.0 0.0
N -0.849 -3.690 1.862 0.1 0.0 0.0
H -1.534 2.715 -0.751 0.0 0.0 0.0
C 1.406 -4.438 2.182 0.1 0.0 0.0
N 4.454 -0.888 -4.870 0.0 0.0 0.0
H -4.042 -2.943 1.372 0.0 0.0 0.0
C -4.287 -0.579 -3.132 0.0 0.0 0.0
H 1.814 2.256 1.563 0.0 0.0 0.0
C 1.444 8.792 -2.996 0.0 0.0 0.0
C 2.311 0.165 3.896 0.1 -0.1 0.1
C -3.116 -0.724 -2.192 0.1 -0.1 0.0
C 0.350 -6.920 3.195 0.0 0.0 0.0
H -1.284 5.196 -0.794 0.0 0.0 0.0
H -2.640 -2.354 0.445 0.0 0.0 0.0
H -0.871 -3.213 -5.417 0.0 0.0 0.0
C -1.961 -6.040 2.824 0.0 0.0 0.0
N 2.084 7.923 -3.775 0.0 0.0 0.0
H -5.326 2.069 1.879 0.0 0.0 0.0
H -4.824 0.752 -1.157 0.0 0.0 0.0
C 1.231 7.236 -1.200 0.0 0.0 0.0
C -0.573 4.575 -0.264 0.0 0.0 0.0
N 2.512 0.113 5.245 0.0 0.0 0.0
O 2.813 0.838 -0.930 0.1 0.1 0.0
H 0.980 -3.701 -3.791 0.0 0.0 0.0
C -0.555 -5.915 2.779 0.0 0.0 0.0
C 0.033 -2.551 -2.245 0.1 -0.3 -0.1
Cs 0.943 -0.896 0.621 -0.4 0.2 0.2
C -1.968 -1.550 -2.681 -0.1 0.0 0.1
H 2.818 6.008 -3.906 0.0 0.0 0.0
N 0.133 2.388 0.398 0.0 0.0 0.0
H -2.749 -1.800 -4.678 0.0 0.0 0.0
C 1.700 -6.716 3.116 0.0 0.0 0.0
H 4.412 -0.127 3.565 0.0 -0.2 0.0
C 0.498 5.141 0.416 0.1 -0.1 0.0
C -0.706 3.197 -0.241 0.0 0.0 0.0
H 3.279 -0.417 5.618 0.0 0.0 0.0
C -4.051 1.089 0.694 0.0 0.0 0.0
O 1.265 0.583 3.430 0.1 0.0 -0.1
N -3.020 -0.225 -1.021 -0.1 0.1 0.0
H 2.386 -7.488 3.438 0.0 0.0 0.0
N -0.981 -1.814 -1.820 0.1 0.1 0.0
H 3.350 -1.424 2.937 0.1 0.0 0.0
H -4.001 0.001 -4.010 0.0 0.0 0.0
H 0.459 9.247 -1.142 0.0 0.0 0.0
C 1.150 2.938 1.047 0.0 0.0 0.0
C -0.895 -2.829 -4.405 0.0 0.0 0.0
H -4.608 -1.562 -3.476 0.0 0.0 0.0
H 1.271 9.776 -3.419 0.0 0.0 0.0
C 4.324 -0.435 -3.818 0.0 0.0 0.0
C -2.752 -5.015 2.395 0.0 0.0 0.0
H -6.088 1.305 0.571 0.0 0.0 0.0
C 1.904 6.317 -1.996 -0.1 0.0 0.0
H 1.704 0.250 5.829 0.0 0.0 0.0
H 2.116 5.316 -1.646 0.0 0.0 0.0
N 2.930 0.351 -2.085 -0.1 -0.1 0.1
C 1.378 4.310 1.088 0.0 0.0 0.0
C 0.992 8.503 -1.719 0.0 0.0 0.0
H 2.224 4.716 1.624 0.0 0.0 0.0
H 0.837 -2.758 -1.547 -0.1 0.0 0.1
H -5.159 -0.101 -2.695 0.0 0.0 0.0
Br 4.089 -5.285 2.569 0.0 0.0 0.0
O 1.861 -3.353 1.740 0.1 0.1 0.0
S 0.721 6.903 0.459 -0.1 0.1 0.0
S -2.812 1.116 1.763 0.1 -0.1 0.0
C -0.039 -4.692 2.279 -0.1 0.1 0.0
C -2.152 -3.832 1.912 0.0 0.0 0.0
H 3.487 0.130 2.087 -0.1 0.0 0.0
H -2.877 -1.820 2.092 0.0 0.0 0.0
N -4.058 0.508 -0.547 0.0 0.0 0.0
N -5.249 1.732 0.933 0.0 0.0 0.0
C 3.467 -0.344 3.068 0.0 0.2 0.0
C 0.121 -3.106 -3.516 0.0 0.2 0.0
C 5.320 0.437 -1.731 0.0 0.0 0.0
C 2.205 -5.514 2.621 0.0 0.0 0.1
C 2.296 6.710 -3.266 0.0 0.0 0.0
H -3.831 -5.102 2.424 0.0 0.0 0.0
```
Forces are in eV/Å.